1.
The following is a DFT calculation (ωB97M-V/def2-TZVPD) of 3 unconnected molecules or ions with the total composition C3H11NOS in a non-equilibrium geometry.

Each line ends with the Mulliken charge.
Element x y z (Å)
C 1.451 0.393 0.582  -0.63
O 2.790 0.428 1.156  -0.53
C 1.643 -0.104 -0.847  -0.22
N 0.604 0.479 -1.709  -0.56
H 1.106 1.431 0.565  0.30
H 0.809 -0.240 1.184  0.37
H 2.714 0.479 2.115  0.30
H 2.638 0.222 -1.148  0.43
H 1.608 -1.205 -0.845  0.18
H 0.830 0.236 -2.663  0.21
H -0.793 0.591 0.299  0.10
H -0.315 0.160 -1.414  0.17
C -3.161 -0.524 0.553  -0.75
S -1.441 -1.142 0.381  -0.21
H -3.220 0.166 1.386  0.28
H -3.500 0.046 -0.303  0.28
H -3.762 -1.417 0.707  0.28

## Properties
- F_max: 4.46 eV/A
- DFT total energy: -17659.5798 eV
- HOMO-LUMO gap: 8.72 eV
- Spin multiplicity: 1
- Energy above the lowest of the compared OMol25 structures with the same formula, charge and spin: 65.5 kcal/mol

=====

2.
The following is a DFT calculation (ωB97M-V/def2-TZVPD) of 2 unconnected molecules or ions with the total composition C3H11NOS2 in a non-equilibrium geometry.

Each line ends with the Mulliken charge.
Element x y z (Å)
S 0.664 -3.304 2.292  -0.44
S -0.798 -2.178 1.273  -0.55
C 0.115 -0.573 1.275  -0.67
C 1.102 -0.420 0.106  -0.54
N 0.374 0.068 -1.117  -0.36
C -0.225 -0.911 -1.953  -0.74
H -0.074 -3.867 3.260  0.02
H -0.733 0.123 1.299  0.21
H 0.659 -0.510 2.238  0.38
H 1.607 -1.370 0.028  0.35
H 1.764 0.426 0.260  0.30
H -0.147 0.863 -0.785  0.21
H -0.614 -0.352 -2.816  0.37
H -1.021 -1.556 -1.558  0.22
H 0.579 -1.506 -2.412  0.24
H -1.587 4.589 -0.070  0.33
H -0.842 5.713 -0.687  0.30
O -0.821 4.763 -0.634  -0.64

## Properties
- F_max: 3.24 eV/A
- DFT total energy: -28495.9841 eV
- Net charge: -1
- HOMO-LUMO gap (alpha / beta): 2.10 / 6.23 eV
- Spin multiplicity: 2
- Energy above the lowest of the compared OMol25 structures with the same formula, charge and spin: 39.1 kcal/mol

=====

3.
The following is a DFT calculation (ωB97M-V/def2-TZVPD) of 2 unconnected molecules or ions with the total composition C3H11NOS2 in a non-equilibrium geometry.

Each line ends with the Mulliken charge.
Element x y z (Å)
C 0.508 -0.941 0.195  -1.50
C 0.255 0.648 -0.233  0.45
N 1.401 1.534 -0.319  -0.69
C -0.499 0.467 -1.577  -1.03
S -2.308 -0.123 -1.251  -0.05
S -2.437 -2.118 -0.882  -0.21
H 1.558 -0.943 0.575  0.43
H -0.258 -1.323 0.888  0.32
H 0.468 -1.597 -0.680  0.44
H -0.385 0.966 0.594  0.43
H 0.989 2.457 -0.304  0.26
H 1.952 1.511 -1.168  0.24
H -0.684 1.418 -2.075  0.40
H -0.154 -0.250 -2.344  0.39
H -2.098 -2.585 -2.093  0.15
O 0.916 0.262 3.733  -0.68
H 0.716 0.234 2.783  0.33
H 0.061 0.385 4.159  0.31

## Properties
- F_max: 3.90 eV/A
- DFT total energy: -28496.6339 eV
- HOMO-LUMO gap: 9.28 eV
- Structure (SMILES): C[C@@H](N)CSS.O
- Spin multiplicity: 1
- Energy above the lowest of the compared OMol25 structures with the same formula, charge and spin: 22.2 kcal/mol

=====

4.
The following is a DFT calculation (ωB97M-V/def2-TZVPD) of 2 unconnected molecules or ions with the total composition C3H11NOS2 in a non-equilibrium geometry.

Each line ends with the Mulliken charge.
Element x y z (Å)
C -0.587 -1.843 -0.620  -0.69
S -0.352 -0.415 0.515  -0.12
S -0.559 1.442 -0.405  -0.07
C 1.098 1.833 -1.064  -0.74
C 1.663 0.864 -2.106  -0.46
N 2.214 -0.353 -1.497  -0.46
H 0.299 -2.475 -0.517  0.26
H -1.498 -2.438 -0.555  0.33
H -0.512 -1.452 -1.634  0.20
H 1.851 2.081 -0.319  0.41
H 0.788 2.761 -1.566  0.32
H 2.445 1.409 -2.655  0.33
H 0.848 0.682 -2.822  0.24
H 3.127 -0.543 -1.880  0.24
H 2.374 -0.187 -0.513  0.21
O -2.364 -2.152 4.342  -0.62
H -2.146 -2.332 5.255  0.31
H -2.390 -1.201 4.329  0.31

## Properties
- F_max: 1.34 eV/A
- DFT total energy: -28497.0995 eV
- HOMO-LUMO gap: 9.47 eV
- Structure (SMILES): CSSCCN.O
- Spin multiplicity: 1
- Energy above the lowest of the compared OMol25 structures with the same formula, charge and spin: 11.5 kcal/mol

=====

5.
The following is a DFT calculation (ωB97M-V/def2-TZVPD) of 2 unconnected molecules or ions with the total composition C3H11NOS2 in a non-equilibrium geometry.

Each line ends with the Mulliken charge.
Element x y z (Å)
C 1.395 -0.741 1.121  -0.92
N 0.336 0.031 0.490  -0.18
C 0.653 1.439 0.293  -0.86
C 1.041 1.725 -1.167  -0.40
S -0.289 2.015 -2.345  -0.10
S -2.043 1.309 -1.682  -0.19
H 2.311 -0.635 0.541  0.30
H 1.098 -1.791 1.158  0.28
H 1.593 -0.416 2.143  0.34
H -0.540 -0.065 0.978  0.23
H -0.140 2.088 0.673  0.40
H 1.576 1.672 0.820  0.37
H 1.673 0.873 -1.442  0.28
H 1.673 2.614 -1.205  0.33
H -2.444 2.180 -0.735  0.13
O -2.950 -3.906 0.017  -0.63
H -2.198 -3.565 0.509  0.31
H -2.744 -4.828 -0.167  0.32

## Properties
- F_max: 1.12 eV/A
- DFT total energy: -28496.8412 eV
- HOMO-LUMO gap: 9.18 eV
- Structure (SMILES): CNCCSS.O
- Spin multiplicity: 1
- Energy above the lowest of the compared OMol25 structures with the same formula, charge and spin: 17.4 kcal/mol

=====

6.
The following is a DFT calculation (ωB97M-V/def2-TZVPD) of 2 unconnected molecules or ions with the total composition C3H11NOS2 in a non-equilibrium geometry.

Each line ends with the Mulliken charge.
Element x y z (Å)
C 0.378 -2.677 -1.374  -0.85
S -0.346 -1.475 -0.145  0.00
S -0.224 0.312 -1.111  -0.13
C 1.386 0.945 -0.510  -0.60
C 1.352 1.200 0.989  -0.51
N 0.340 2.215 1.308  -0.54
H 1.172 -2.155 -1.896  0.26
H 0.647 -3.537 -0.766  0.31
H -0.474 -2.979 -1.980  0.28
H 1.699 1.820 -1.063  0.40
H 2.067 0.119 -0.750  0.25
H 2.313 1.578 1.281  0.43
H 1.267 0.281 1.573  0.29
H -0.501 1.749 1.625  0.25
H 0.630 2.824 2.047  0.21
O -2.188 0.576 1.664  -0.66
H -2.517 -0.328 1.649  0.29
H -2.413 0.941 0.802  0.32

## Properties
- F_max: 1.78 eV/A
- DFT total energy: -28497.5215 eV
- HOMO-LUMO gap: 9.51 eV
- Structure (SMILES): CSSCCN.O
- Spin multiplicity: 1
- Energy above the lowest of the compared OMol25 structures with the same formula, charge and spin: 1.7 kcal/mol

=====

7.
The following is a DFT calculation (ωB97M-V/def2-TZVPD) of 2 unconnected molecules or ions with the total composition C3H11NOS2 in a non-equilibrium geometry.

Each line ends with the Mulliken charge.
Element x y z (Å)
N -0.362 -1.524 -0.671  -0.54
C 0.142 -0.370 0.044  0.40
C -0.387 0.895 -0.562  -1.28
C 1.692 -0.480 0.116  -0.98
S 2.761 0.473 1.307  0.25
S 2.131 2.370 1.204  -0.02
H -0.172 -2.459 -0.342  0.26
H -0.015 -1.470 -1.625  0.27
H -0.217 -0.620 1.050  0.40
H -1.435 0.818 -0.839  0.42
H -0.150 1.749 0.057  0.30
H 0.091 1.189 -1.493  0.36
H 1.899 -1.465 0.549  0.40
H 2.143 -0.360 -0.869  0.48
H 2.574 2.651 -0.041  0.29
H -2.899 -0.277 0.348  0.29
H -3.966 -0.924 1.194  0.32
O -3.832 -0.196 0.572  -0.63

## Properties
- F_max: 1.79 eV/A
- DFT total energy: -28488.3804 eV
- Net charge: +1
- HOMO-LUMO gap (alpha / beta): 9.61 / 5.10 eV
- Spin multiplicity: 2
- Energy above the lowest of the compared OMol25 structures with the same formula, charge and spin: 22.3 kcal/mol

=====

8.
The following is a DFT calculation (ωB97M-V/def2-TZVPD) of 2 unconnected molecules or ions with the total composition C3H11NS in a non-equilibrium geometry.

Each line ends with the Mulliken charge.
Element x y z (Å)
C 1.685 1.020 -1.224  -1.08
C 1.156 1.425 0.122  -0.25
N -0.344 1.568 0.165  -0.63
H 1.413 1.746 -1.999  0.34
H 1.350 0.069 -1.632  0.28
H 2.777 1.112 -1.256  0.34
H 1.495 2.402 0.464  0.30
H 1.472 0.708 0.880  0.21
H -0.468 2.565 -0.056  0.28
H -0.703 1.335 -0.774  0.22
C -1.634 -2.403 1.410  -0.56
S -2.088 -2.730 -0.351  -0.17
H -0.890 -1.616 1.376  0.13
H -1.284 -3.286 1.942  0.28
H -2.547 -2.143 1.941  0.25
H -1.391 -1.772 -1.009  0.07

## Properties
- F_max: 1.93 eV/A
- DFT total energy: -15613.8503 eV
- HOMO-LUMO gap: 9.74 eV
- Structure (SMILES): CCN.CS
- Spin multiplicity: 1
- Energy above the lowest of the compared OMol25 structures with the same formula, charge and spin: 20.8 kcal/mol

=====

9.
The following is a DFT calculation (ωB97M-V/def2-TZVPD) of 2 unconnected molecules or ions with the total composition C3H11NS in a non-equilibrium geometry.

Each line ends with the Mulliken charge.
Element x y z (Å)
C -0.980 -1.175 0.895  -0.86
C -1.427 -0.445 -0.400  -0.22
N -2.217 0.802 -0.013  -0.62
H -0.443 -2.054 0.575  0.29
H -0.468 -0.415 1.515  0.18
H -1.993 -1.412 1.380  0.31
H -0.601 -0.139 -1.113  0.18
H -2.153 -1.137 -0.943  0.32
H -2.759 1.081 -0.867  0.23
H -1.593 1.568 0.268  0.21
C 2.461 0.696 -0.686  -0.72
S 1.821 0.814 1.059  -0.23
H 1.964 1.441 -1.380  0.26
H 3.559 0.824 -0.790  0.31
H 2.086 -0.312 -0.985  0.23
H 2.743 -0.137 1.484  0.14

## Properties
- F_max: 2.89 eV/A
- DFT total energy: -15613.7462 eV
- HOMO-LUMO gap: 9.84 eV
- Structure (SMILES): CCN.CS
- Spin multiplicity: 1
- Energy above the lowest of the compared OMol25 structures with the same formula, charge and spin: 23.2 kcal/mol

=====

10.
The following is a DFT calculation (ωB97M-V/def2-TZVPD) of 2 unconnected molecules or ions with the total composition C3H11NS in a non-equilibrium geometry.

Each line ends with the Mulliken charge.
Element x y z (Å)
C -0.855 2.174 -0.781  -1.26
C -0.866 0.652 -0.866  -0.22
C 0.031 0.012 0.178  -0.76
N 0.067 -1.457 0.134  -0.57
H -1.239 2.524 0.182  0.32
H 0.158 2.556 -0.893  0.33
H -1.458 2.609 -1.567  0.36
H -1.888 0.289 -0.743  0.29
H -0.528 0.346 -1.857  0.30
H 1.058 0.355 0.069  0.37
H -0.278 0.294 1.187  0.35
H -0.845 -1.840 0.334  0.23
H 0.320 -1.770 -0.796  0.23
S 2.239 -1.871 2.287  -0.43
H 1.217 -1.896 1.266  0.34
H 2.869 -2.978 1.865  0.12

## Properties
- F_max: 1.13 eV/A
- DFT total energy: -15614.5689 eV
- HOMO-LUMO gap: 9.55 eV
- Structure (SMILES): CCCN.S
- Spin multiplicity: 1
- Energy above the lowest of the compared OMol25 structures with the same formula, charge and spin: 4.2 kcal/mol

=====

11.
The following is a DFT calculation (ωB97M-V/def2-TZVPD) of 2 unconnected molecules or ions with the total composition C3H11NS2 in a non-equilibrium geometry.

Each line ends with the Mulliken charge.
Element x y z (Å)
C -0.423 -1.405 -3.133  -0.98
C -0.852 -0.287 -4.083  -0.12
N -2.286 -0.034 -3.976  -0.45
H -0.282 -2.377 -3.578  0.28
H 0.465 -1.038 -2.628  0.26
H -1.134 -1.603 -2.322  0.30
H -0.333 0.641 -3.898  0.20
H -0.620 -0.617 -5.084  0.22
H -2.746 -0.428 -3.181  0.15
H -2.903 0.283 -4.699  0.15
C 1.624 1.620 4.522  -0.75
S 2.483 1.281 6.093  -0.04
S 1.154 0.034 6.982  -0.21
H 1.180 0.702 4.184  0.28
H 2.290 1.950 3.722  0.28
H 0.893 2.413 4.671  0.28
H 1.489 -1.134 6.410  0.15

## Properties
- F_max: 1.55 eV/A
- DFT total energy: -26449.3223 eV
- HOMO-LUMO gap: 9.23 eV
- Structure (SMILES): CCN.CSS
- Spin multiplicity: 1
- Energy above the lowest of the compared OMol25 structures with the same formula, charge and spin: 14.7 kcal/mol

=====

12.
The following is a DFT calculation (ωB97M-V/def2-TZVPD) of C3H11NSi in the gas phase in a non-equilibrium geometry.

Each line ends with the Mulliken charge.
Element x y z (Å)
N 2.513 -0.447 -0.107  -0.60
C 1.516 0.570 0.451  -0.42
C 0.278 0.623 -0.663  -0.51
C -0.760 -0.575 -0.245  -0.66
Si -2.548 0.000 0.178  0.37
H 2.037 -1.367 -0.236  0.22
H 3.367 -0.512 0.490  0.21
H 1.130 0.315 1.528  0.26
H 2.063 1.621 0.516  0.30
H 0.796 0.355 -1.704  0.28
H -0.202 1.685 -0.774  0.32
H -0.745 -1.369 -1.136  0.29
H -0.338 -1.126 0.724  0.29
H -3.249 -1.178 0.749  -0.13
H -3.338 0.396 -1.001  -0.11
H -2.521 1.009 1.229  -0.10

## Properties
- F_max: 2.69 eV/A
- DFT total energy: -12655.1211 eV
- HOMO-LUMO gap: 10.42 eV
- Structure (SMILES): NCCC[SiH3]
- Spin multiplicity: 1
- Energy above the lowest of the compared OMol25 structures with the same formula, charge and spin: 46.7 kcal/mol

=====

13.
The following is a DFT calculation (ωB97M-V/def2-TZVPD) of C3H11NSi in the gas phase in a non-equilibrium geometry.

Each line ends with the Mulliken charge.
Element x y z (Å)
C 2.312 0.561 -0.396  -1.15
C 0.835 0.324 -0.762  -0.29
C -0.109 0.408 0.469  -0.63
N -1.606 0.267 0.201  -0.18
Si -2.311 -1.237 0.587  0.27
H 2.371 1.564 0.013  0.30
H 2.648 -0.140 0.395  0.30
H 2.904 0.474 -1.319  0.35
H 0.936 -0.549 -1.329  0.30
H 0.538 0.976 -1.642  0.27
H 0.192 -0.470 1.130  0.29
H 0.066 1.372 1.023  0.24
H -1.928 0.979 -0.413  0.23
H -1.810 -1.657 1.915  -0.09
H -1.420 -2.119 -0.278  -0.09
H -3.618 -0.754 0.404  -0.12

## Properties
- F_max: 3.31 eV/A
- DFT total energy: -12655.8921 eV
- HOMO-LUMO gap: 9.78 eV
- Structure (SMILES): CCCN[SiH3]
- Spin multiplicity: 1
- Energy above the lowest of the compared OMol25 structures with the same formula, charge and spin: 28.9 kcal/mol

=====

14.
The following is a DFT calculation (ωB97M-V/def2-TZVPD) of 4 unconnected molecules or ions with the total composition C3H11O2S in a non-equilibrium geometry.

Each line ends with the Mulliken charge.
Element x y z (Å)
C -0.122 0.557 1.494  -1.14
C 0.093 -0.725 0.738  -0.33
C 1.533 -1.132 0.463  -0.75
S 2.403 -0.025 -0.699  -0.41
H -1.103 0.938 1.260  0.34
H 0.693 1.246 1.242  0.31
H -0.024 0.678 2.604  0.36
H -0.573 -1.547 0.971  0.34
H -0.130 -0.397 -0.363  -1.57
H 1.683 -2.177 0.151  0.30
H 2.049 -1.139 1.445  0.32
H -0.222 -0.469 -1.261  1.80
H 0.430 0.920 -1.910  0.43
O -0.290 1.411 -2.329  -0.65
H -3.165 0.385 -1.120  0.08
H -1.028 1.178 -1.675  0.50
O -2.227 0.300 -1.009  -0.92

## Properties
- F_max: 1.87 eV/A
- DFT total energy: -18215.6821 eV
- Net charge: -1
- HOMO-LUMO gap: 6.51 eV
- Spin multiplicity: 1
- Energy above the lowest of the compared OMol25 structures with the same formula, charge and spin: 129.9 kcal/mol